# 1
The following is a quantum chemistry calculation of C40H46P2SiTi as an isolated structure in a non-equilibrium geometry, from the Open Molecules 2025 dataset.

Element x y z (Å)
Ti (-1.9066, 0.2659, 0.0378)
C (3.5978, -3.7057, -0.7334)
C (4.0740, -2.6313, -0.0970)
C (5.2282, -1.7786, -0.5704)
C (5.3459, -1.5541, -2.0997)
C (4.0638, -1.2809, -2.8397)
C (3.2823, -2.2126, -3.3935)
C (3.4990, -3.6990, -3.3248)
C (4.1411, -4.2525, -2.0269)
C (-2.7085, 2.1092, -0.6711)
H (2.7760, -4.2921, -0.3030)
H (3.6631, -2.3377, 0.8767)
H (6.1969, -2.1928, -0.2245)
H (5.1463, -0.7936, -0.0758)
H (5.9859, -0.6689, -2.2393)
H (5.8985, -2.3942, -2.5392)
H (3.8291, -0.2151, -2.9526)
H (2.4299, -1.9282, -4.0178)
H (4.1192, -4.0413, -4.1768)
H (2.5189, -4.1863, -3.4672)
H (3.9501, -5.3372, -2.0226)
H (5.2300, -4.1355, -2.0951)
H (-3.7631, 1.7931, -0.8034)
H (-2.4326, 2.7472, -1.5218)
H (-2.6180, 2.6588, 0.2723)
P (0.1150, -0.0172, 1.3281)
P (-0.3362, 1.0127, -1.6172)
C (1.4450, -0.1134, 0.1027)
C (1.2954, 0.4492, -1.1191)
C (0.8248, 0.6920, 2.8333)
C (2.2010, 0.5343, 3.0534)
C (2.7886, 1.0070, 4.2251)
C (2.0161, 1.6596, 5.1890)
C (0.6511, 1.8539, 4.9536)
C (0.0545, 1.3805, 3.7889)
C (-0.2519, -1.7962, 1.6720)
C (-1.0317, -2.4937, 0.7423)
C (-1.3424, -3.8360, 0.9960)
C (-0.9082, -4.4506, 2.1736)
C (-0.1748, -3.7264, 3.1179)
C (0.1444, -2.3900, 2.8824)
C (-0.0136, 2.6489, -2.3408)
C (0.2810, 3.7231, -1.4793)
C (0.5231, 4.9882, -2.0109)
C (0.4680, 5.1849, -3.3980)
C (0.1317, 4.1263, -4.2509)
C (-0.1310, 2.8606, -3.7234)
C (-0.9521, -0.0908, -2.9544)
C (-2.3294, -0.2214, -3.2172)
C (-2.7462, -1.0569, -4.2594)
C (-1.8069, -1.7603, -5.0181)
C (-0.4400, -1.6479, -4.7282)
C (-0.0124, -0.8166, -3.6992)
H (2.3296, -0.6763, 0.4003)
H (2.1094, 0.6784, -1.8151)
H (2.8225, 0.0409, 2.3138)
H (3.8535, 0.8644, 4.3859)
H (2.4742, 2.0295, 6.1074)
H (0.0496, 2.3820, 5.6945)
H (-1.0089, 1.5236, 3.6153)
H (-1.4091, -2.0101, -0.1930)
H (-1.9312, -4.3976, 0.2715)
H (-1.1540, -5.5014, 2.3491)
H (0.1509, -4.2109, 4.0374)
H (0.6815, -1.8107, 3.6333)
H (0.3218, 3.5692, -0.3989)
H (0.7670, 5.8234, -1.3500)
H (0.6789, 6.1727, -3.8131)
H (0.0806, 4.2820, -5.3315)
H (-0.4174, 2.0349, -4.3757)
H (-3.0710, 0.3346, -2.6273)
H (-3.8119, -1.1555, -4.4903)
H (-2.1344, -2.4046, -5.8340)
H (0.2969, -2.1978, -5.3127)
H (1.0415, -0.7161, -3.4685)
C (-5.1081, 3.8272, 2.9963)
Si (-4.7473, 2.0410, 3.4622)
C (-4.5125, 1.9770, 5.3190)
C (-6.2447, 0.9974, 3.0254)
C (-3.2482, 1.3219, 2.6312)
C (-2.3468, 0.8029, 1.9343)
H (-5.9876, 4.1879, 3.5511)
H (-5.3147, 3.9456, 1.9221)
H (-4.2602, 4.4855, 3.2380)
H (-5.3781, 2.3538, 5.8843)
H (-4.3347, 0.9335, 5.6097)
H (-3.6227, 2.5542, 5.6060)
H (-6.4017, 0.9777, 1.9387)
H (-6.0492, -0.0361, 3.3421)
H (-7.1740, 1.3352, 3.5080)

E_LUMO (spin up / spin down) (eV): 0.418 / 0.228
E (eV): -91791.0626
Energy relative to the best compared isomer or geometry (same formula, charge and spin) (eV): 0.000
Charge: 0
Max |F| (eV/A): 3.85
Multiplicity: 3

Atomic partial charges in e from the Löwdin method, atoms 1 to 4: Ti 0.3195; C -0.0996; C -0.1289; C -0.1840

=====

# 2
The following is a quantum chemistry calculation of C40H47BrN7OS3V as an isolated structure in a non-equilibrium geometry, from the Open Molecules 2025 dataset.

Element x y z (Å)
V (0.5137, 0.8427, 0.5142)
C (2.3301, 2.4120, 2.7968)
N (2.1392, 2.2848, 1.3343)
C (1.5615, 3.5559, 0.8589)
C (0.1020, 3.6732, 1.2571)
N (-0.7432, 2.7406, 0.4748)
C (-2.0232, 2.5553, 1.1828)
C (-0.9697, 3.2714, -0.8713)
C (-1.8645, 4.3220, -1.0576)
C (-2.1087, 4.8482, -2.3137)
C (-1.4360, 4.3187, -3.4096)
C (-0.5324, 3.2903, -3.2329)
C (-0.2697, 2.7422, -1.9653)
S (0.9007, 1.4638, -1.7900)
C (3.4152, 1.9083, 0.7077)
C (3.9394, 2.6857, -0.3286)
C (5.1271, 2.3801, -0.9722)
C (5.8445, 1.2671, -0.5610)
C (5.3511, 0.4923, 0.4691)
C (4.1408, 0.7602, 1.1455)
S (3.6545, -0.4116, 2.3446)
H (3.1347, 3.1297, 2.9948)
H (2.5924, 1.4466, 3.2172)
H (1.4146, 2.7554, 3.2720)
H (1.6062, 3.6121, -0.2241)
H (2.1192, 4.4091, 1.2700)
H (-0.2339, 4.7065, 1.1054)
H (-0.0351, 3.4269, 2.3086)
H (-2.4756, 3.5125, 1.4625)
H (-1.8502, 1.9868, 2.0942)
H (-2.7195, 2.0149, 0.5443)
H (-2.3849, 4.7450, -0.2071)
H (-2.8147, 5.6596, -2.4345)
H (-1.6175, 4.7148, -4.4016)
H (0.0027, 2.8753, -4.0779)
H (3.4155, 3.5583, -0.6819)
H (5.4758, 3.0104, -1.7815)
H (6.7839, 1.0074, -1.0373)
H (5.8936, -0.3847, 0.7964)
Br (-6.0316, 1.6105, 7.9983)
C (-5.7533, 0.3119, 6.6348)
C (-5.4750, 0.7283, 5.3407)
C (-5.2585, -0.2146, 4.3558)
C (-5.3291, -1.5870, 4.6418)
C (-5.6518, -1.9724, 5.9423)
C (-5.8458, -1.0321, 6.9417)
N (-5.3056, -2.5815, 3.6411)
N (-4.5075, -2.5717, 2.6666)
C (-3.3326, -1.8412, 2.6479)
C (-2.5764, -1.5121, 3.7870)
C (-1.4049, -0.7935, 3.7235)
C (-0.9174, -0.3436, 2.4797)
O (0.0655, 0.4678, 2.3111)
C (-1.6452, -0.7114, 1.3039)
N (-1.1491, -0.1607, 0.1515)
C (-1.8624, -0.3264, -0.9657)
C (-3.0367, -1.0758, -0.9991)
C (-3.5299, -1.6562, 0.1507)
C (-2.8384, -1.4549, 1.3623)
H (-5.4197, 1.7829, 5.1080)
H (-5.0460, 0.1056, 3.3442)
H (-5.7382, -3.0296, 6.1595)
H (-6.0730, -1.3424, 7.9525)
H (-2.9225, -1.8665, 4.7488)
H (-0.8367, -0.5716, 4.6169)
H (-1.4654, 0.1419, -1.8577)
H (-3.5610, -1.1818, -1.9404)
H (-4.4461, -2.2307, 0.1542)
C (4.8599, -0.1158, -3.3891)
C (4.2011, -0.5487, -4.6997)
C (3.1150, -1.6138, -4.5364)
C (1.8858, -1.1350, -3.7568)
N (2.0745, -1.2582, -2.3162)
C (1.3144, -1.7315, -1.3234)
S (1.7926, -1.2604, 0.2711)
N (0.2889, -2.5845, -1.4398)
C (-0.4040, -3.1376, -2.5948)
C (0.3815, -4.2235, -3.3378)
C (0.3074, -5.6071, -2.6893)
C (1.0545, -5.7133, -1.3611)
H (5.7495, 0.4836, -3.5838)
H (5.1622, -0.9804, -2.7944)
H (4.1978, 0.5008, -2.7775)
H (4.9630, -0.9421, -5.3783)
H (3.7642, 0.3276, -5.1883)
H (3.5347, -2.4857, -4.0262)
H (2.7915, -1.9435, -5.5280)
H (1.0089, -1.6847, -4.0653)
H (1.6963, -0.0794, -3.9728)
H (2.7584, -0.6185, -1.9328)
H (-0.1064, -2.7896, -0.5349)
H (-0.6915, -2.3338, -3.2716)
H (-1.3349, -3.5598, -2.2134)
H (1.4283, -3.9202, -3.4108)
H (-0.0091, -4.2861, -4.3579)
H (0.7235, -6.3353, -3.3904)
H (-0.7433, -5.8768, -2.5425)
H (2.0993, -5.4200, -1.4792)
H (1.0302, -6.7373, -0.9863)
H (0.6203, -5.0703, -0.5967)

E_LUMO (spin up / spin down) (eV): 1.827 / 1.744
E (eV): -182960.3918
Energy relative to the best compared isomer or geometry (same formula, charge and spin) (eV): 0.212
Charge: -1
Max |F| (eV/A): 2.49
Multiplicity: 4

Atomic partial charges in e from the Löwdin method, atoms 1 to 4: V 0.3947; C -0.1001; N -0.1886; C -0.1945

=====

# 3
The following is a quantum chemistry calculation of C40H47CdGe2N10PSe as an isolated structure, from the Open Molecules 2025 dataset.

Element x y z (Å)
Cd (0.2740, -0.2682, -0.0803)
C (4.4855, -2.8278, 3.1382)
N (3.7935, -1.7683, 2.4118)
C (4.2781, -0.5112, 2.2048)
C (3.3271, 0.1542, 1.4878)
N (2.2658, -0.6750, 1.2513)
C (2.5768, -1.8326, 1.8184)
P (1.6208, -3.3680, 1.7676)
C (1.3022, -3.4725, -0.0268)
N (0.8388, -2.5328, -0.8481)
C (0.6830, -3.1403, -2.0632)
C (1.0719, -4.4453, -1.9814)
N (1.4599, -4.6454, -0.6906)
C (1.9326, -5.9157, -0.1471)
C (-0.0052, -2.7625, 2.3011)
N (-0.6747, -1.7775, 1.7187)
C (-1.8881, -1.7229, 2.3366)
C (-1.9492, -2.6791, 3.3097)
N (-0.7556, -3.3399, 3.2744)
C (-0.3928, -4.4398, 4.1592)
H (5.4230, -2.4233, 3.5080)
H (3.8861, -3.1624, 3.9816)
H (4.6957, -3.6657, 2.4772)
H (5.2375, -0.2016, 2.5802)
H (3.3683, 1.1669, 1.1279)
H (0.2813, -2.6265, -2.9192)
H (1.0965, -5.2347, -2.7121)
H (2.0254, -6.6187, -0.9697)
H (2.9054, -5.7860, 0.3207)
H (1.2217, -6.3056, 0.5783)
H (-2.6518, -1.0221, 2.0420)
H (-2.7254, -2.9503, 4.0041)
H (-1.1510, -5.2175, 4.0996)
H (0.5637, -4.8495, 3.8464)
H (-0.3140, -4.0791, 5.1826)
Se (3.5548, 6.2421, -3.5430)
N (2.8710, 5.9174, -1.9278)
C (2.6089, 4.6393, -1.8745)
C (2.0437, 3.9825, -0.7031)
C (1.8305, 4.6642, 0.4937)
C (1.3459, 3.9676, 1.5805)
C (1.0365, 2.6228, 1.4182)
N (1.1810, 1.9746, 0.2676)
C (1.7262, 2.6210, -0.7729)
C (2.0547, 1.8259, -1.9769)
N (1.8136, 0.5031, -1.9379)
C (2.2532, -0.2340, -2.9495)
C (2.8932, 0.2872, -4.0690)
C (3.0902, 1.6472, -4.1416)
C (2.6774, 2.4374, -3.0688)
C (2.9168, 3.8757, -3.0451)
N (3.4289, 4.5357, -4.0484)
H (2.0714, 5.7175, 0.5502)
H (1.2031, 4.4441, 2.5396)
H (0.6638, 2.0413, 2.2500)
H (2.0985, -1.2996, -2.8665)
H (3.2237, -0.3739, -4.8570)
H (3.5743, 2.1101, -4.9905)
C (-3.3863, 1.6027, 2.7709)
C (-1.9906, 1.5941, 2.1434)
Ge (-2.0917, 1.3274, 0.1787)
C (-1.6443, 2.9523, -0.8474)
C (-2.7558, 3.9870, -0.6492)
C (-3.9102, 0.8553, -0.2865)
C (-4.0154, -0.1376, -1.1689)
Ge (-2.2631, -0.9481, -1.4705)
C (-2.3795, -2.8263, -0.8570)
C (-2.5975, -3.8724, -1.9510)
C (-1.3727, -0.4835, -3.1715)
C (-1.8183, -1.2034, -4.4447)
C (-5.2703, -0.6390, -1.7647)
C (-5.2333, -1.3809, -2.9413)
C (-6.3985, -1.8477, -3.5332)
C (-7.6228, -1.5846, -2.9428)
C (-7.6753, -0.8547, -1.7599)
C (-6.5122, -0.3868, -1.1761)
H (-3.3283, 1.7570, 3.8485)
H (-3.9271, 0.6709, 2.5999)
H (-3.9997, 2.4050, 2.3582)
H (-1.3554, 0.8524, 2.6322)
H (-1.5311, 2.5720, 2.2970)
H (-1.5584, 2.6849, -1.9032)
H (-0.6858, 3.3728, -0.5433)
H (-3.7133, 3.6261, -1.0272)
H (-2.5290, 4.9143, -1.1764)
H (-2.8866, 4.2417, 0.4055)
H (-4.7735, 1.4237, 0.0536)
H (-3.2382, -2.8198, -0.1802)
H (-1.5115, -3.0813, -0.2526)
H (-3.5396, -3.7249, -2.4772)
H (-2.6328, -4.8693, -1.5083)
H (-1.7954, -3.8770, -2.6908)
H (-0.2955, -0.5944, -3.0407)
H (-1.5338, 0.5938, -3.2788)
H (-1.7089, -2.2862, -4.3692)
H (-1.2246, -0.8707, -5.2974)
H (-2.8605, -0.9944, -4.6860)
H (-4.2836, -1.5856, -3.4250)
H (-6.3465, -2.4125, -4.4546)
H (-8.5350, -1.9460, -3.3977)
H (-8.6287, -0.6542, -1.2903)
H (-6.5747, 0.1658, -0.2477)

E_LUMO (eV): -5.058
E (eV): -249363.8722
Energy relative to the best compared isomer or geometry (same formula, charge and spin) (eV): 0.000
Charge: +2
Max |F| (eV/A): 0.54
Multiplicity: 1

Atomic partial charges in e from the Löwdin method, atoms 1 to 4: Cd 1.2766; C -0.0120; N -0.1224; C -0.0323

=====

- Look up the multiplicity of the second one.
  4

=====

- Look up the max |F| of the second one.
  2.49 eV/A